Entry 1:
Computed, not measured: a molecular structure, C31H21CrFO7S2 in a non-equilibrium geometry, with ωB97M-V/def2-TZVPD.

Positions of all 63 atoms, in Å:
F (-0.47898, 1.28558, 3.07639)
C (-0.27934, 1.20036, 1.67264)
S (1.64116, 1.43052, 1.42844)
C (2.57039, -0.03853, 1.91181)
C (3.18259, -0.80186, 0.92644)
C (3.88198, -1.95008, 1.29345)
C (4.00674, -2.28432, 2.65036)
C (3.45376, -1.45446, 3.63466)
C (2.76622, -0.30085, 3.26531)
O (1.89293, 1.53688, -0.02601)
O (2.00460, 2.46963, 2.38036)
S (-0.53820, -0.75675, 1.24786)
C (-2.21088, -1.05416, 1.83104)
C (-2.50655, -2.21414, 2.55190)
C (-3.71534, -2.27006, 3.26698)
C (-4.59691, -1.18302, 3.25096)
C (-4.33280, -0.08941, 2.42684)
C (-3.16270, -0.05060, 1.67694)
O (-0.39713, -0.80598, -0.20382)
O (0.26118, -1.63454, 2.09000)
H (3.04886, -0.53745, -0.11791)
H (4.29600, -2.60339, 0.52120)
H (4.54839, -3.19042, 2.94474)
H (3.53627, -1.72906, 4.69274)
H (2.31975, 0.34357, 4.01902)
H (-1.75968, -2.99499, 2.65366)
H (-3.94412, -3.14100, 3.87586)
H (-5.51814, -1.22160, 3.83718)
H (-5.01769, 0.75695, 2.40188)
H (-2.92781, 0.82733, 1.07324)
O (-3.85481, 9.62081, 1.38777)
C (-3.59168, 8.72207, 2.08059)
Cr (-3.37200, 7.09648, 3.06048)
C (-3.49836, 6.24836, 1.39640)
O (-3.67596, 5.76950, 0.34359)
C (-5.26497, 6.99019, 3.02465)
O (-6.41074, 6.98221, 2.78513)
C (-2.95451, 7.74242, 5.11950)
C (-1.87061, 8.01799, 4.28472)
C (-1.29854, 7.02967, 3.44219)
C (-1.66917, 5.65363, 3.51520)
C (-1.07300, 4.60321, 2.73658)
C (-0.73294, 3.63365, 2.07311)
C (-0.58114, 2.57738, 1.11851)
C (-0.43603, 3.00908, -0.31339)
C (-0.19162, 2.05844, -1.29517)
C (-0.25807, 2.29164, -2.66049)
C (-0.54529, 3.58760, -3.13042)
C (-0.71016, 4.58682, -2.16494)
C (-0.63130, 4.34937, -0.78407)
C (-2.86408, 5.43977, 4.25880)
C (-3.44334, 6.42537, 5.10114)
H (-3.39996, 8.51197, 5.75333)
H (-1.51142, 9.05345, 4.26043)
H (-0.51878, 7.32832, 2.72591)
H (-1.40284, 1.50902, 1.02019)
H (-0.02898, 1.01736, -1.04773)
H (-0.17178, 1.49351, -3.37085)
H (-0.70026, 3.79308, -4.18555)
H (-0.99898, 5.61651, -2.51026)
H (-0.83862, 5.14840, -0.04280)
H (-3.33791, 4.46028, 4.19876)
H (-4.31502, 6.17918, 5.69532)

Properties
Total charge: +1
Maximum force, Eh/bohr: 0.0904
Orbital gap (spin up / spin down), eV: 3.99 / 5.63
Lowest unoccupied orbital energy (spin up / spin down), Ha: -0.144 / -0.221
HOMO level (spin up / spin down), eV: -7.90 / -11.65
DFT total energy, eV: -99611.7549
2S+1: 4

=====

Entry 2:
Computed, not measured: 13 unconnected molecules or ions with the total composition C31H22Cl48IO3P in a non-equilibrium geometry, with ωB97M-V/def2-TZVPD.

Positions of all 106 atoms, in Å:
C (6.08944, -2.76139, 2.08856)
C (4.64407, -2.10578, 2.22958)
P (3.75411, -1.95675, 0.56122)
C (3.09554, -3.62696, 0.01608)
C (2.32883, -0.73496, 0.86959)
C (1.36646, -0.88596, 1.83329)
C (1.29953, -2.13360, 2.78063)
C (-0.14651, -2.82340, 2.76863)
C (-0.79596, -2.88643, 4.21080)
C (-0.07154, -4.26709, 2.09232)
C (0.29961, 0.23782, 1.98779)
O (-0.73531, 0.12159, 2.60989)
C (0.56931, 1.64457, 1.34988)
C (-0.20677, 2.76569, 1.85454)
C (0.06244, 4.08816, 1.30320)
C (-0.76308, 5.28191, 1.88406)
C (0.05408, 5.95606, 3.05565)
O (-0.38861, 6.04408, 4.15464)
I (2.06071, 6.75509, 2.74710)
C (1.07896, 4.23824, 0.25455)
C (1.84477, 3.10171, -0.25325)
C (1.59584, 1.77868, 0.31098)
C (2.34880, 0.50012, -0.09902)
O (2.97836, 0.44722, -1.13081)
H (6.09757, -3.68450, 1.45916)
H (6.83419, -2.02784, 1.69476)
H (6.42590, -3.04483, 3.12050)
H (4.06768, -2.69186, 2.98919)
H (4.79214, -1.05877, 2.64771)
H (2.66482, -3.48602, -1.01015)
H (2.40172, -4.13011, 0.73082)
H (4.00119, -4.28354, -0.12783)
H (2.01426, -2.92860, 2.47072)
H (1.56328, -1.75275, 3.80984)
H (-0.87100, -2.25253, 2.12336)
H (-1.57682, -2.07826, 4.25799)
H (-1.37280, -3.85357, 4.26581)
H (-0.06470, -2.79009, 5.04858)
H (0.64135, -4.94817, 2.61613)
H (-1.12241, -4.65050, 2.06708)
H (0.20853, -4.06916, 1.01940)
H (-0.94262, 2.54734, 2.66352)
H (-1.07505, 6.01876, 1.09892)
H (-1.71492, 4.83017, 2.28156)
H (1.30760, 5.22941, -0.19250)
H (2.60873, 3.18340, -1.05533)
C (-2.91830, 1.88186, -1.53930)
Cl (-4.09542, 3.19957, -1.69262)
Cl (-1.72209, 2.30816, -0.30172)
Cl (-3.75550, 0.39047, -1.06840)
Cl (-2.09532, 1.63128, -3.08707)
C (7.72825, 0.60724, 4.10671)
Cl (9.13430, -0.43852, 3.84165)
Cl (8.26883, 2.18320, 4.70980)
Cl (6.85891, 0.82538, 2.57847)
Cl (6.64877, -0.14338, 5.29656)
C (0.53317, -2.93959, 8.67558)
Cl (1.39621, -3.54022, 10.10129)
Cl (-0.60752, -1.67388, 9.16211)
Cl (1.69878, -2.27033, 7.51842)
Cl (-0.35263, -4.27451, 7.91743)
C (-1.01498, -1.91972, -5.19774)
Cl (-1.55998, -3.38133, -6.03958)
Cl (-0.84322, -0.59515, -6.36486)
Cl (-2.20045, -1.46682, -3.96252)
Cl (0.54766, -2.23290, -4.42520)
C (-2.78551, -7.19327, -7.41781)
Cl (-3.44190, -8.46807, -8.45676)
Cl (-3.80405, -7.02358, -5.97737)
Cl (-1.13581, -7.62001, -6.92809)
Cl (-2.75885, -5.65946, -8.30601)
C (-3.90372, 8.15050, -0.38833)
Cl (-3.73937, 6.59051, -1.21714)
Cl (-2.29784, 8.86785, -0.15944)
Cl (-4.90374, 9.23908, -1.36517)
Cl (-4.66941, 7.90082, 1.19002)
C (-7.23517, 8.01543, -4.65875)
Cl (-7.03579, 9.71886, -4.20439)
Cl (-7.24074, 7.87378, -6.42699)
Cl (-5.89505, 7.06418, -3.99577)
Cl (-8.76707, 7.40760, -4.01064)
C (3.51953, -3.59198, -6.64866)
Cl (2.66223, -2.20964, -7.35246)
Cl (2.34415, -4.79652, -6.09202)
Cl (4.57401, -4.31836, -7.87475)
Cl (4.49759, -3.04444, -5.27579)
C (4.14984, -5.77301, 8.09498)
Cl (5.52853, -6.85797, 7.84301)
Cl (4.73463, -4.19850, 8.66107)
Cl (3.27525, -5.56442, 6.56682)
Cl (3.06136, -6.47243, 9.30661)
C (-6.04063, -10.48670, -6.22162)
Cl (-6.96104, -12.00003, -6.15999)
Cl (-6.51978, -9.56302, -7.65893)
Cl (-6.37759, -9.53099, -4.76727)
Cl (-4.30682, -10.85356, -6.29864)
C (-11.98414, 7.83267, -6.92298)
Cl (-12.67178, 6.45442, -7.80035)
Cl (-12.75637, 9.32945, -7.47575)
Cl (-12.27066, 7.62824, -5.18543)
Cl (-10.24027, 7.91854, -7.22911)
C (6.07917, 8.18539, 1.43146)
Cl (5.38602, 6.90111, 0.42561)
Cl (5.09960, 8.38028, 2.89733)
Cl (7.73678, 7.75281, 1.88302)
Cl (6.09120, 9.70660, 0.52323)

Properties
Maximum force, Eh/bohr: 0.0491
Orbital gap, eV: 6.99
Lowest unoccupied orbital energy, Ha: -0.042
HOMO level, eV: -8.13
DFT total energy, eV: -657105.8478
2S+1: 1

=====

Entry 3:
Computed, not measured: a molecular structure, C31H22F3N7OPtS3 in a non-equilibrium geometry, with ωB97M-V/def2-TZVPD.

Positions of all 68 atoms, in Å:
Pt (0.27290, 0.15717, -0.65542)
N (1.29630, 4.29457, -1.35812)
C (1.47640, 2.99847, -1.66192)
N (0.34260, 2.35517, -1.50302)
C (-0.53320, 3.32087, -1.08942)
N (0.03190, 4.50927, -0.99702)
C (-1.92080, 3.04757, -0.80682)
C (-2.84830, 4.06257, -0.53432)
N (-4.12950, 3.79507, -0.39762)
C (-4.50140, 2.52277, -0.47712)
C (-3.57130, 1.50367, -0.63332)
N (-2.29040, 1.76607, -0.81762)
H (1.96360, 5.04987, -1.34052)
H (2.39890, 2.56957, -1.99222)
H (-2.54210, 5.09447, -0.44552)
H (-5.56280, 2.33557, -0.41032)
H (-3.84830, 0.46157, -0.61652)
N (2.67360, -3.65233, -1.07222)
C (1.48880, -4.24853, -0.74582)
C (0.54250, -3.27253, -0.83722)
N (1.13520, -2.10143, -1.20112)
C (2.41040, -2.35693, -1.34082)
H (3.58010, -4.09153, -1.07442)
H (1.41870, -5.28353, -0.47852)
H (-0.51400, -3.32453, -0.67382)
H (3.15550, -1.63553, -1.60802)
O (2.38090, 0.35477, -0.40452)
C (2.92140, 0.77897, 0.77408)
C (3.21020, -0.32743, 1.77658)
C (3.10420, -0.29513, 3.13258)
C (3.62350, -1.45363, 3.75528)
C (4.13540, -2.33783, 2.86548)
S (3.98220, -1.77783, 1.24628)
C (2.02740, 1.81227, 1.42648)
C (2.21430, 3.14917, 1.58208)
C (1.08400, 3.79767, 2.13308)
C (0.05570, 2.94317, 2.36968)
S (0.44980, 1.31717, 1.95308)
C (4.28370, 1.37237, 0.46968)
C (5.35530, 1.56307, 1.28308)
C (6.47690, 2.08027, 0.59608)
C (6.23650, 2.26767, -0.72522)
S (4.64230, 1.78627, -1.16582)
H (2.68350, 0.52807, 3.68198)
H (3.62580, -1.61153, 4.81798)
H (4.60130, -3.28693, 3.04338)
H (3.11950, 3.65777, 1.29338)
H (1.04950, 4.85217, 2.33748)
H (-0.90350, 3.16007, 2.79598)
H (5.34890, 1.33297, 2.33358)
H (7.41530, 2.29257, 1.07748)
H (6.89190, 2.66467, -1.47502)
F (-8.11120, -4.15353, -0.42562)
C (-7.24460, -4.40943, -1.42822)
F (-7.04230, -5.74353, -1.40332)
F (-7.89970, -4.14743, -2.56812)
C (-5.96830, -3.64673, -1.28102)
C (-5.54530, -2.75263, -2.25692)
C (-4.36250, -2.06733, -2.08072)
C (-3.59740, -2.26483, -0.92542)
C (-4.02600, -3.18073, 0.04098)
C (-5.20570, -3.86743, -0.13752)
C (-2.40530, -1.53583, -0.73712)
C (-1.41330, -0.85373, -0.55792)
H (-6.14250, -2.59863, -3.14292)
H (-4.01000, -1.36873, -2.82562)
H (-3.41890, -3.33363, 0.92138)
H (-5.54840, -4.57433, 0.60268)

Properties
Maximum force, Eh/bohr: 0.0763
Orbital gap, eV: 7.24
Lowest unoccupied orbital energy, Ha: -0.022
HOMO level, eV: -7.85
Relative energy (zero: lowest compared OMol25 entry of this formula, charge and spin), kcal/mol: 62.8
DFT total energy, eV: -88883.8967
2S+1: 1

=====

Entry 4:
Computed, not measured: a molecular structure, C31H22F9N7OOsSTe in a non-equilibrium geometry, with ωB97M-V/def2-TZVPD.

Positions of all 73 atoms, in Å:
Os (-0.49480, 0.04275, 0.05786)
C (-0.05234, 3.84705, 2.24158)
C (0.18750, 2.83036, 1.32028)
N (-0.24982, 1.59069, 1.50082)
C (-0.94438, 1.29743, 2.63674)
C (-1.17899, 2.25003, 3.63941)
C (-0.72330, 3.56042, 3.40683)
C (-1.93498, 1.86842, 4.79123)
C (-2.45962, 0.62688, 4.90258)
C (-2.28566, -0.34263, 3.86637)
C (-2.86549, -1.62531, 3.88954)
C (-2.69535, -2.46185, 2.81124)
C (-1.96386, -2.02214, 1.71008)
N (-1.38614, -0.82747, 1.66770)
C (-1.52942, 0.00210, 2.73910)
H (0.27590, 4.85091, 2.01640)
H (0.73990, 3.02705, 0.41102)
H (-0.93544, 4.33976, 4.12701)
H (-2.09941, 2.60719, 5.56405)
H (-3.05301, 0.35146, 5.76397)
H (-3.45422, -1.93526, 4.74298)
H (-3.12598, -3.45196, 2.79837)
H (-1.84424, -2.65418, 0.84134)
S (0.47907, -2.10881, -0.75271)
C (-0.39770, -2.70523, -2.10952)
N (-1.53336, -2.24237, -2.58502)
C (-1.97697, -2.99572, -3.76196)
C (-0.88443, -4.07771, -3.90786)
N (0.03162, -3.74578, -2.81171)
H (-2.06457, -1.47947, -2.15428)
H (-2.03123, -2.33236, -4.62455)
H (-2.96518, -3.42113, -3.59412)
H (-0.36775, -4.01878, -4.86454)
H (-1.27310, -5.08763, -3.78235)
H (0.86644, -4.26757, -2.60615)
C (4.25699, -1.23552, 2.39983)
Te (2.36582, -0.24667, 1.99821)
C (3.33067, 0.22321, 0.12339)
C (4.79701, -0.08892, 0.25433)
C (5.70744, 0.31269, -0.71685)
C (7.05385, 0.03046, -0.56234)
C (7.49839, -0.65508, 0.56066)
C (6.59742, -1.06226, 1.52675)
C (5.24244, -0.78523, 1.37399)
H (4.10584, -2.31528, 2.35384)
H (4.58094, -0.99738, 3.41231)
H (3.16389, 1.26992, -0.13679)
H (2.86422, -0.39241, -0.64873)
H (5.36824, 0.85167, -1.58551)
H (7.76035, 0.35352, -1.31400)
H (8.55058, -0.87079, 0.68220)
H (6.94314, -1.59300, 2.40436)
N (0.33129, 0.94251, -1.41841)
C (0.78686, 1.58538, -2.27858)
C (1.31075, 2.34366, -3.29542)
C (0.49615, 3.22067, -4.04349)
N (-0.17122, 3.94251, -4.64407)
C (2.69509, 2.24823, -3.55208)
N (3.82915, 2.15062, -3.71857)
F (-3.86327, 2.43789, -2.73084)
C (-2.94785, 1.63375, -2.22609)
F (-2.04555, 2.41007, -1.56800)
F (-2.26627, 1.05857, -3.22817)
C (-3.49753, 0.53245, -1.25984)
O (-2.52097, -0.36758, -0.94737)
C (-4.65250, -0.24510, -1.96037)
F (-5.69476, 0.51663, -2.25882)
F (-5.06059, -1.24529, -1.17614)
F (-4.18398, -0.79979, -3.09292)
C (-4.04526, 1.22661, 0.02244)
F (-4.90187, 2.20496, -0.21243)
F (-2.99756, 1.76614, 0.71030)
F (-4.59706, 0.34904, 0.86151)

Properties
Total charge: +2
Maximum force, Eh/bohr: 0.0423
Orbital gap (spin up / spin down), eV: 6.78 / 4.18
Lowest unoccupied orbital energy (spin up / spin down), Ha: -0.241 / -0.331
HOMO level (spin up / spin down), eV: -13.34 / -13.19
Relative energy (zero: lowest compared OMol25 entry of this formula, charge and spin), kcal/mol: 0.0
DFT total energy, eV: -90020.2844
2S+1: 5

=====

no.,molar mass (g/mol)
1,640.63
2,2302.14
3,856.84
4,1029.44